Entry from OMol25: a cluster of 16 separate species, C64H128O48 in total at a distorted geometry (ωB97M-V/def2-TZVPD).

ORCA input file:
```
! wB97M-V def2-TZVPD RIJCOSX def2/J DEFGRID3
* xyz 0 1
C 1.990 9.528 6.089
C 1.689 8.072 5.967
O 2.442 7.533 4.868
C 2.305 6.221 4.702
O 1.432 5.521 5.172
O 3.244 5.779 3.850
C 3.286 4.379 3.612
H 1.582 9.862 7.029
H 1.648 10.122 5.244
H 3.074 9.692 6.107
H 0.639 7.884 5.751
H 1.901 7.549 6.888
H 3.649 3.843 4.457
H 3.957 4.163 2.789
H 2.303 4.069 3.238
C -0.803 -6.238 1.681
C -0.163 -5.663 0.428
O 0.586 -6.702 -0.263
C 0.994 -6.156 -1.462
O 0.714 -5.076 -1.896
O 1.801 -7.062 -2.068
C 2.377 -6.597 -3.255
H -1.157 -5.438 2.321
H -0.082 -6.728 2.339
H -1.616 -6.957 1.523
H 0.546 -4.855 0.561
H -0.921 -5.233 -0.229
H 1.565 -6.335 -3.953
H 2.989 -7.387 -3.679
H 2.973 -5.699 -3.114
C -1.116 -2.201 -0.818
C -1.448 -1.503 0.482
O -0.219 -0.982 1.037
C 0.164 0.247 0.637
O -0.488 0.973 -0.086
O 1.337 0.498 1.216
C 1.908 1.810 1.106
H -0.580 -3.156 -0.677
H -0.452 -1.540 -1.398
H -1.991 -2.332 -1.452
H -1.741 -2.268 1.188
H -2.275 -0.765 0.421
H 2.926 1.797 1.511
H 1.355 2.577 1.630
H 1.915 2.021 0.039
C 2.614 5.665 -6.585
C 3.035 4.293 -6.077
O 2.773 4.198 -4.685
C 1.579 3.818 -4.232
O 0.566 3.476 -4.912
O 1.643 3.813 -2.898
C 0.471 3.674 -2.159
H 2.500 5.722 -7.679
H 3.254 6.451 -6.184
H 1.633 5.898 -6.187
H 4.092 4.088 -6.275
H 2.535 3.490 -6.601
H -0.169 2.891 -2.532
H -0.065 4.604 -2.223
H 0.807 3.526 -1.126
C -2.929 3.705 -0.470
C -3.592 4.720 -1.355
O -3.331 5.985 -0.734
C -4.047 6.945 -1.293
O -4.958 6.861 -2.097
O -3.637 8.158 -0.905
C -4.085 9.383 -1.481
H -1.834 3.834 -0.526
H -3.179 2.708 -0.852
H -3.225 3.737 0.582
H -4.656 4.564 -1.410
H -3.176 4.640 -2.348
H -3.887 10.126 -0.702
H -5.142 9.273 -1.747
H -3.480 9.677 -2.324
C -0.281 0.448 -7.022
C -0.284 -1.037 -7.005
O 0.546 -1.520 -5.893
C 0.904 -2.797 -5.983
O 0.556 -3.579 -6.841
O 1.700 -3.087 -4.957
C 2.001 -2.346 -3.809
H -0.878 0.700 -7.890
H 0.708 0.844 -7.235
H -0.594 0.984 -6.117
H 0.113 -1.558 -7.881
H -1.308 -1.383 -6.967
H 1.477 -2.641 -2.897
H 1.859 -1.276 -3.891
H 3.057 -2.551 -3.604
C -0.006 7.826 -0.389
C 0.627 7.747 0.997
O -0.120 6.904 1.872
C 0.012 5.614 1.797
O 0.757 4.986 1.066
O -0.848 5.158 2.687
C -1.116 3.756 2.761
H 0.562 8.432 -1.089
H -0.991 8.293 -0.295
H -0.214 6.802 -0.744
H 0.640 8.716 1.478
H 1.655 7.399 0.962
H -0.260 3.283 3.263
H -1.216 3.207 1.825
H -1.961 3.634 3.430
C -3.959 -4.569 6.293
C -3.586 -4.251 4.859
O -4.088 -5.301 3.963
C -4.010 -4.969 2.674
O -3.675 -3.847 2.292
O -4.253 -6.044 1.885
C -4.103 -5.820 0.529
H -3.375 -5.390 6.676
H -5.033 -4.732 6.423
H -3.632 -3.754 6.945
H -2.532 -4.153 4.563
H -3.943 -3.299 4.511
H -4.489 -6.687 -0.031
H -3.084 -5.630 0.241
H -4.683 -4.992 0.140
C -1.924 0.329 3.921
C -2.074 0.855 5.319
O -3.444 1.015 5.554
C -4.221 -0.028 5.708
O -3.910 -1.200 5.733
O -5.466 0.426 5.892
C -6.409 -0.550 6.253
H -0.959 -0.053 3.629
H -2.224 1.146 3.294
H -2.518 -0.572 3.824
H -1.622 1.815 5.508
H -1.628 0.122 5.997
H -7.289 -0.107 6.712
H -6.014 -1.263 6.974
H -6.847 -1.103 5.375
C -7.820 -5.673 0.276
C -8.246 -4.541 -0.684
O -7.031 -3.928 -1.106
C -7.103 -2.630 -1.426
O -8.063 -1.900 -1.312
O -5.938 -2.208 -1.923
C -4.786 -3.053 -2.127
H -7.408 -6.559 -0.203
H -8.710 -6.045 0.792
H -7.079 -5.282 0.982
H -8.872 -3.868 -0.132
H -8.760 -4.932 -1.542
H -5.019 -4.102 -2.179
H -4.125 -2.821 -1.278
H -4.412 -2.711 -3.098
C -6.984 0.190 -5.702
C -5.649 -0.386 -5.306
O -4.979 0.389 -4.357
C -3.656 -0.015 -4.113
O -3.176 -0.958 -4.715
O -3.095 0.754 -3.192
C -1.665 0.594 -3.149
H -7.291 -0.300 -6.608
H -7.007 1.231 -6.004
H -7.653 0.019 -4.883
H -5.017 -0.362 -6.176
H -5.758 -1.440 -5.047
H -1.268 1.356 -3.819
H -1.400 -0.410 -3.538
H -1.273 0.638 -2.138
C 4.576 0.436 -3.253
C 5.967 0.639 -2.675
O 6.254 1.993 -2.375
C 5.646 2.444 -1.227
O 5.003 1.764 -0.487
O 5.905 3.761 -1.020
C 5.295 4.379 0.112
H 3.867 0.782 -2.484
H 4.376 -0.620 -3.463
H 4.349 1.016 -4.159
H 6.787 0.390 -3.345
H 6.178 -0.038 -1.847
H 5.786 3.879 0.969
H 4.221 4.187 0.203
H 5.578 5.410 0.069
C -1.175 -9.608 -1.808
C -1.965 -8.351 -1.931
O -1.634 -7.610 -3.069
C -1.950 -6.347 -3.082
O -2.429 -5.755 -2.103
O -1.725 -5.779 -4.225
C -1.940 -4.395 -4.459
H -1.380 -10.291 -2.627
H -1.379 -10.106 -0.849
H -0.108 -9.372 -1.812
H -1.749 -7.714 -1.071
H -3.042 -8.531 -1.918
H -1.715 -4.225 -5.525
H -1.327 -3.754 -3.814
H -2.946 -4.041 -4.311
C 9.786 1.688 3.866
C 8.692 2.743 4.043
O 7.775 2.305 5.038
C 6.679 1.558 4.710
O 5.832 1.243 5.475
O 6.662 1.244 3.397
C 5.519 0.567 2.886
H 10.328 1.522 4.805
H 10.553 1.977 3.157
H 9.240 0.822 3.505
H 8.165 3.014 3.136
H 9.113 3.672 4.441
H 5.474 0.769 1.824
H 4.591 0.988 3.268
H 5.612 -0.514 3.069
C 3.082 -2.439 0.438
C 3.688 -3.298 -0.615
O 4.695 -2.500 -1.343
C 5.276 -3.297 -2.283
O 4.983 -4.434 -2.597
O 6.207 -2.636 -2.921
C 6.913 -3.349 -3.859
H 2.396 -3.036 1.050
H 2.708 -1.520 -0.015
H 3.850 -2.074 1.140
H 2.902 -3.705 -1.287
H 4.166 -4.195 -0.233
H 7.733 -2.750 -4.306
H 6.290 -3.506 -4.732
H 7.278 -4.314 -3.503
C 0.236 -2.831 3.892
C 1.219 -1.719 4.021
O 0.934 -0.897 5.165
C 1.650 0.277 5.193
O 2.385 0.606 4.266
O 1.503 0.893 6.363
C 2.311 1.968 6.695
H 0.216 -3.453 4.786
H 0.554 -3.528 3.106
H -0.785 -2.461 3.734
H 1.256 -1.204 3.075
H 2.233 -2.041 4.262
H 1.901 2.795 6.152
H 3.373 1.795 6.469
H 2.292 2.121 7.765
*
```

Its HOMO energy is -10.5 eV. The calculation puts the LUMO energy at 0.50 eV. The relative energy (zero: lowest compared OMol25 entry of this formula, charge and spin) comes out at 0.0 kJ/mol. Its total energy is -6127.0262 a.u.

Atomic partial charges in e from the Löwdin method, atoms 1 to 99:
1. C -0.07
2. C -0.22
3. O 0.04
4. C -0.59
5. O 0.12
6. O 0.01
7. C -0.02
8. H 0.08
9. H 0.08
10. H 0.09
11. H 0.13
12. H 0.13
13. H 0.09
14. H 0.08
15. H 0.08
16. C -0.04
17. C -0.21
18. O 0.04
19. C -0.55
20. O 0.12
21. O 0.00
22. C -0.05
23. H 0.06
24. H 0.08
25. H 0.08
26. H 0.11
27. H 0.08
28. H 0.11
29. H 0.10
30. H 0.07
31. C -0.04
32. C -0.18
33. O 0.00
34. C -0.57
35. O 0.10
36. O -0.01
37. C -0.01
38. H 0.06
39. H 0.07
40. H 0.07
41. H 0.10
42. H 0.14
43. H 0.09
44. H 0.06
45. H 0.09
46. C -0.06
47. C -0.21
48. O 0.03
49. C -0.52
50. O 0.06
51. O 0.01
52. C -0.05
53. H 0.09
54. H 0.08
55. H 0.07
56. H 0.12
57. H 0.11
58. H 0.07
59. H 0.09
60. H 0.08
61. C -0.05
62. C -0.20
63. O 0.06
64. C -0.59
65. O 0.11
66. O -0.03
67. C -0.03
68. H 0.07
69. H 0.08
70. H 0.08
71. H 0.12
72. H 0.13
73. H 0.09
74. H 0.10
75. H 0.09
76. C -0.06
77. C -0.19
78. O 0.02
79. C -0.60
80. O 0.12
81. O 0.02
82. C -0.04
83. H 0.08
84. H 0.07
85. H 0.07
86. H 0.13
87. H 0.12
88. H 0.08
89. H 0.09
90. H 0.08
91. C -0.04
92. C -0.19
93. O 0.05
94. C -0.62
95. O 0.10
96. O 0.02
97. C -0.03
98. H 0.08
99. H 0.07


Entry from OMol25: a cluster of 11 separate species, C64H134F12N7O12S4 in total at a distorted geometry (ωB97M-V/def2-TZVPD).

ORCA input file:
```
! wB97M-V def2-TZVPD RIJCOSX def2/J DEFGRID3
* xyz 3 1
C -0.021 -1.427 -0.780
C -0.954 -0.327 -0.497
C -2.116 -0.605 0.521
N -2.582 0.581 1.417
C -3.705 0.010 2.194
C -1.533 1.213 2.323
C -1.205 2.593 1.728
C -2.138 2.749 0.531
C -3.233 1.737 0.582
H -0.559 -2.298 -1.155
H 0.449 -1.677 0.171
H 0.772 -1.214 -1.497
H -1.409 -0.068 -1.453
H -0.310 0.405 -0.009
H -1.918 -1.443 1.189
H -2.959 -0.974 -0.063
H -4.205 0.706 2.868
H -3.392 -0.903 2.700
H -4.448 -0.277 1.450
H -2.074 1.239 3.269
H -0.737 0.470 2.369
H -1.100 3.417 2.433
H -0.193 2.616 1.322
H -2.612 3.728 0.453
H -1.633 2.636 -0.428
H -4.046 2.183 1.154
H -3.466 1.304 -0.391
C -6.248 12.290 2.628
C -4.780 12.419 3.112
C -4.032 11.101 3.462
N -2.559 11.295 3.810
C -1.861 11.656 2.556
C -1.947 10.050 4.466
C -1.004 10.556 5.609
C -1.114 12.041 5.676
C -2.442 12.393 4.906
H -6.901 12.258 3.501
H -6.515 11.468 1.964
H -6.454 13.190 2.049
H -4.848 13.100 3.960
H -4.249 13.026 2.379
H -4.090 10.396 2.632
H -4.478 10.647 4.347
H -1.749 10.704 2.038
H -0.899 11.947 2.978
H -2.294 12.484 1.995
H -1.426 9.494 3.687
H -2.673 9.374 4.918
H 0.003 10.167 5.456
H -1.306 10.068 6.536
H -0.261 12.411 5.108
H -1.068 12.498 6.665
H -2.330 13.351 4.400
H -3.352 12.398 5.506
C 2.858 -6.990 -5.869
C 2.671 -7.744 -7.183
C 1.639 -7.130 -8.165
N 1.852 -7.693 -9.655
C 1.902 -9.222 -9.701
C 3.087 -7.147 -10.433
C 2.701 -7.129 -11.977
C 1.242 -6.658 -11.799
C 0.661 -7.085 -10.515
H 3.741 -7.428 -5.404
H 2.047 -7.128 -5.154
H 2.909 -5.901 -5.882
H 2.369 -8.771 -6.976
H 3.648 -7.711 -7.665
H 1.710 -6.045 -8.238
H 0.637 -7.277 -7.762
H 0.961 -9.593 -9.296
H 2.658 -9.616 -9.021
H 2.111 -9.561 -10.716
H 3.940 -7.790 -10.215
H 3.224 -6.089 -10.208
H 2.735 -8.153 -12.350
H 3.300 -6.490 -12.627
H 0.633 -6.982 -12.642
H 1.034 -5.607 -12.000
H -0.100 -7.850 -10.667
H -0.058 -6.409 -10.052
C 1.300 3.957 8.842
C 1.179 2.598 9.571
C 0.397 1.412 8.786
N 0.397 0.109 9.682
C -0.260 -1.004 8.742
C -0.847 -2.112 9.595
C -1.547 -1.496 10.811
C -0.693 -0.679 11.772
C -0.319 0.542 11.006
C 1.783 -0.347 9.889
H 1.782 3.967 7.865
H 1.958 4.636 9.384
H 0.278 4.334 8.853
H 0.730 2.913 10.513
H 2.174 2.246 9.840
H 0.748 1.249 7.767
H -0.636 1.761 8.759
H -1.023 -0.498 8.151
H 0.561 -1.362 8.120
H -1.406 -2.742 8.903
H -0.031 -2.732 9.966
H -2.467 -1.021 10.470
H -2.015 -2.387 11.228
H -1.372 -0.416 12.583
H 0.164 -1.095 12.301
H -1.300 0.941 10.752
H 0.322 1.290 11.473
H 2.358 0.225 10.618
H 2.304 -0.331 8.932
H 1.735 -1.383 10.226
C 7.679 -2.227 -3.263
C 7.994 -0.667 -3.305
C 6.820 0.196 -3.677
N 7.138 1.677 -4.004
C 5.938 2.447 -4.664
C 6.371 3.905 -5.201
C 7.539 3.882 -6.078
C 8.746 3.313 -5.307
C 8.430 1.823 -4.920
C 7.355 2.483 -2.717
H 7.678 -2.438 -4.333
H 6.683 -2.360 -2.840
H 8.495 -2.778 -2.794
H 8.840 -0.567 -3.985
H 8.238 -0.181 -2.360
H 5.972 0.239 -2.993
H 6.448 -0.198 -4.623
H 5.560 1.838 -5.484
H 5.077 2.528 -4.000
H 5.571 4.234 -5.864
H 6.393 4.654 -4.411
H 7.272 3.317 -6.971
H 7.668 4.901 -6.442
H 9.640 3.414 -5.922
H 9.047 3.894 -4.435
H 8.175 1.287 -5.834
H 9.287 1.358 -4.432
H 8.163 2.058 -2.120
H 6.500 2.370 -2.050
H 7.557 3.514 -3.006
C 0.911 -14.402 7.544
C 0.773 -13.592 6.230
C -0.101 -12.350 6.320
N -0.229 -11.409 5.020
C -1.298 -10.340 5.391
C -1.303 -9.176 4.414
C 0.041 -8.661 4.015
C 0.986 -9.833 3.462
C 1.152 -10.897 4.526
C -0.767 -12.242 3.798
H 1.494 -13.774 8.218
H 1.303 -15.418 7.589
H -0.016 -14.352 8.115
H 0.550 -14.216 5.364
H 1.787 -13.214 6.099
H 0.310 -11.593 6.988
H -1.162 -12.592 6.380
H -1.014 -9.969 6.376
H -2.182 -10.977 5.408
H -1.874 -8.310 4.748
H -1.825 -9.467 3.503
H 0.545 -8.195 4.862
H 0.014 -7.874 3.261
H 1.971 -9.422 3.244
H 0.617 -10.223 2.513
H 1.788 -10.518 5.327
H 1.808 -11.638 4.070
H -1.640 -12.768 4.185
H 0.081 -12.883 3.554
H -1.036 -11.612 2.951
C -2.051 0.150 -8.835
C -2.195 1.601 -8.239
C -1.277 2.655 -8.878
N -1.432 4.168 -8.421
C -0.197 4.944 -8.974
C -0.147 6.440 -8.845
C -1.469 7.137 -9.194
C -2.728 6.412 -8.700
C -2.768 4.892 -8.952
C -1.239 4.221 -6.881
H -2.521 -0.551 -8.144
H -1.006 0.006 -9.107
H -2.570 0.228 -9.790
H -2.192 1.563 -7.150
H -3.217 1.930 -8.426
H -1.407 2.515 -9.951
H -0.228 2.442 -8.673
H -0.138 4.597 -10.006
H 0.708 4.555 -8.507
H 0.704 6.841 -9.395
H 0.103 6.812 -7.852
H -1.466 7.426 -10.245
H -1.484 8.080 -8.648
H -3.576 6.952 -9.121
H -2.711 6.529 -7.616
H -2.771 4.581 -9.996
H -3.605 4.294 -8.594
H -0.439 3.493 -6.744
H -2.180 3.810 -6.516
H -1.178 5.247 -6.521
C -6.740 4.696 7.059
F -6.631 5.987 7.016
F -7.948 4.354 7.562
F -6.714 4.309 5.717
S -5.227 3.912 8.094
O -4.142 4.770 7.703
O -5.510 3.810 9.516
O -5.029 2.612 7.543
C -7.726 5.720 -1.177
F -6.809 6.226 -0.361
F -8.140 4.521 -0.625
F -8.862 6.454 -1.317
S -6.918 5.368 -2.984
O -5.698 6.159 -2.972
O -6.720 3.922 -3.146
O -7.952 5.853 -3.874
C -5.025 -5.630 -2.643
F -4.114 -6.652 -2.649
F -4.412 -4.525 -2.993
F -5.840 -5.818 -3.680
S -5.869 -5.336 -0.891
O -4.730 -5.559 0.032
O -6.381 -3.923 -0.871
O -6.954 -6.293 -0.807
C 5.254 -1.623 3.721
F 6.360 -2.299 4.054
F 4.907 -1.946 2.419
F 4.164 -2.005 4.501
S 5.496 0.318 3.895
O 4.271 0.852 3.267
O 5.484 0.645 5.329
O 6.707 0.619 3.077
*
```

Its HOMO energy is -10.3 eV. The calculation puts the LUMO energy at -5.04 eV. Its total energy is -6594.9582 a.u.

Atomic partial charges in e from the Löwdin method, atoms 1 to 99:
1. C -0.12
2. C -0.24
3. C -0.08
4. N -0.25
5. C -0.02
6. C -0.06
7. C -0.12
8. C -0.17
9. C -0.06
10. H 0.09
11. H 0.09
12. H 0.08
13. H 0.12
14. H 0.10
15. H 0.13
16. H 0.14
17. H 0.12
18. H 0.11
19. H 0.12
20. H 0.13
21. H 0.14
22. H 0.12
23. H 0.11
24. H 0.13
25. H 0.11
26. H 0.15
27. H 0.14
28. C -0.07
29. C -0.22
30. C -0.10
31. N -0.28
32. C 0.02
33. C -0.06
34. C -0.15
35. C -0.14
36. C -0.05
37. H 0.08
38. H 0.08
39. H 0.08
40. H 0.10
41. H 0.10
42. H 0.14
43. H 0.14
44. H 0.11
45. H 0.11
46. H 0.11
47. H 0.12
48. H 0.14
49. H 0.12
50. H 0.12
51. H 0.11
52. H 0.13
53. H 0.13
54. H 0.14
55. C -0.10
56. C -0.24
57. C -0.08
58. N -0.19
59. C 0.03
60. C -0.08
61. C -0.10
62. C -0.19
63. C -0.10
64. H 0.08
65. H 0.08
66. H 0.08
67. H 0.11
68. H 0.11
69. H 0.12
70. H 0.14
71. H 0.11
72. H 0.10
73. H 0.11
74. H 0.13
75. H 0.13
76. H 0.11
77. H 0.13
78. H 0.13
79. H 0.12
80. H 0.13
81. H 0.14
82. C -0.09
83. C -0.21
84. C -0.06
85. N -0.22
86. C -0.08
87. C -0.17
88. C -0.18
89. C -0.16
90. C -0.10
91. C -0.02
92. H 0.07
93. H 0.08
94. H 0.08
95. H 0.10
96. H 0.09
97. H 0.13
98. H 0.13
99. H 0.13